Entry 1:
ORCA calculation (ωB97M-V/def2-TZVPD) on a single C7H8O molecule in a non-equilibrium geometry.

The structure (SMILES) is COc1ccccc1. The value obtained for the gap between HOMO and LUMO is 0.37894 Eh. The calculation puts the highest occupied orbital energy at -9.3313 eV.

Each line ends with the natural charge from an NBO analysis.
Geometry (Å):
C1 -0.26008 -2.49231 -0.95910  -0.218
C2 -0.09196 -0.23680 -0.53851  0.293
C3 1.18973 0.18384 -0.18754  -0.268
C4 1.35094 1.30778 0.68423  -0.185
C5 0.31543 1.81457 1.35523  -0.274
C6 -0.92329 1.32635 1.08407  -0.153
C7 -1.24240 0.24438 0.19294  -0.267
H1 -1.11572 -2.53360 -0.02478  0.141
H2 -0.58579 -3.24190 -1.63064  0.198
H3 0.83889 -2.65191 -0.37996  0.164
H4 2.16228 -0.17478 -0.74766  0.232
H5 2.41528 1.53836 0.95673  0.216
H6 0.25806 2.47776 2.14302  0.225
H7 -1.90281 1.81151 1.76600  0.202
H8 -2.10887 -0.21466 -0.11866  0.227
O1 -0.24895 -1.23720 -1.46900  -0.533

=====

Entry 2:
ORCA calculation (ωB97M-V/def2-TZVPD) on 2 unconnected molecules or ions with the total composition C3H5INO2 in a non-equilibrium geometry.

The total charge is -1. The value obtained for the gap between HOMO and LUMO is 0.23170 Eh. The calculation puts the highest occupied orbital energy at -2.9147 eV.

Each line ends with the natural charge from an NBO analysis.
Geometry (Å):
C1 1.05197 0.16537 -1.50298  0.762
C2 0.75307 -1.34718 0.56341  -0.646
C3 0.41393 -0.06117 -0.24041  -0.121
N1 -2.05607 1.29996 0.25847  -1.127
O1 -0.15515 -0.30170 -1.68984  -0.489
O2 1.97710 0.71156 -1.89345  -0.572
I1 -2.03396 1.80921 2.30244  -0.045
H1 1.10736 -1.11510 1.51926  0.223
H2 -0.12233 -1.96559 0.73206  0.216
H3 1.38908 -1.95624 -0.15327  0.189
H4 -0.50657 0.50947 0.16731  0.316
H5 -1.81844 2.25143 -0.06302  0.293

=====

Entry 3:
ORCA calculation (ωB97M-V/def2-TZVPD) on a molecular structure, C36H68AlBeCl6FINO16P3S2 in a non-equilibrium geometry.

The total charge is +3. The value obtained for the gap between HOMO and LUMO is 0.04893 Eh. The calculation puts the highest occupied orbital energy at -13.8248 eV.

Each line ends with the Löwdin charge.
Geometry (Å):
C1 -1.04847 1.88217 -2.07402  0.037
C2 -0.38085 0.89451 -1.97944  -0.107
C3 0.45025 -0.29419 -1.78528  -0.171
C4 1.38784 -0.17406 -0.50598  -0.361
P1 1.81259 -1.97728 -0.20947  0.576
S1 0.29519 -3.15634 0.20839  0.270
C5 0.40333 0.45573 0.46939  -0.106
C6 -0.86934 -0.16175 0.96107  -0.138
C7 -2.06798 0.79692 1.10305  -0.171
P2 -3.55198 -0.14831 1.61743  0.476
O1 -4.58351 0.74089 2.15110  -0.224
O2 -4.00515 -1.08898 0.42194  -0.192
C8 -5.08511 -0.55797 -0.39469  -0.223
C9 -4.69412 0.69669 -1.17359  -0.073
O3 -3.02290 -1.08134 2.80715  -0.179
C10 -2.71015 -2.44349 2.44235  -0.292
C11 -1.79388 -3.02847 3.50048  -0.064
N1 0.85634 1.62461 0.78166  0.087
C12 0.34826 2.65115 1.67800  -0.057
C13 -0.60123 3.57407 0.91057  -0.018
C14 -1.82838 3.95126 1.34713  -0.009
C15 2.15281 1.97871 0.17628  -0.251
O4 2.11217 3.24455 -0.45019  0.042
C16 2.64762 0.77798 -0.66441  -0.276
C17 2.76451 1.24577 -2.14659  -0.133
C18 4.02829 2.05292 -2.51555  -0.308
C19 3.80440 2.67420 -3.90333  -0.669
I1 5.17546 4.30563 -4.18256  0.807
C20 4.00758 0.21357 -0.23675  -0.170
C21 4.94700 1.23757 0.46611  -0.154
P3 4.80417 0.95569 2.25309  0.502
O5 3.46569 0.40268 2.58410  -0.270
O6 6.00960 0.00107 2.63752  -0.176
C22 5.65753 -1.36411 3.00285  -0.229
C23 5.25061 -1.44838 4.47841  -0.052
O7 5.06611 2.31893 3.03246  -0.182
C24 4.07025 2.71645 4.00373  -0.261
C25 4.61622 3.91470 4.78653  -0.049
H1 -1.82985 2.57809 -2.38844  -0.043
H2 -0.27622 -1.10381 -1.64564  0.094
H3 1.00618 -0.55381 -2.68528  0.129
H4 2.52832 -2.45248 -1.32562  0.042
H5 2.71012 -2.06999 0.86227  -0.015
H6 -0.66308 -0.66624 1.90992  0.135
H7 -1.14867 -0.89278 0.20293  0.068
H8 -2.32167 1.30369 0.17662  0.067
H9 -1.89173 1.45150 1.95210  0.074
H10 -5.96179 -0.38796 0.22811  0.122
H11 -5.36816 -1.31170 -1.12793  0.127
H12 -5.41897 0.85872 -1.97004  0.085
H13 -4.66862 1.57763 -0.52729  0.067
H14 -3.69613 0.52132 -1.58936  0.065
H15 -2.17810 -2.51391 1.48949  0.057
H16 -3.59437 -3.07268 2.36149  0.112
H17 -0.77982 -2.62143 3.42388  0.063
H18 -2.18839 -2.85513 4.50180  0.078
H19 -1.69414 -4.11075 3.38090  0.081
H20 1.14538 3.29266 2.06885  0.145
H21 -0.15199 2.23360 2.54739  0.145
H22 -0.21356 3.96000 -0.03555  0.133
H23 -2.69859 3.74520 0.62819  -0.069
H24 -2.06544 4.48551 2.26452  0.110
H25 2.74065 2.18951 1.07560  0.126
H26 2.89522 3.71335 -0.13907  0.126
H27 1.91364 1.84313 -2.47105  0.105
H28 2.79618 0.33765 -2.75745  0.131
H29 4.90656 1.40948 -2.56481  0.114
H30 4.19664 2.88958 -1.84144  0.057
H31 3.91324 1.94177 -4.69946  0.046
H32 2.82035 3.13113 -3.97646  0.013
H33 3.94071 -0.61358 0.46593  0.049
H34 4.56804 -0.16342 -1.09187  0.127
H35 5.96557 1.01669 0.14460  0.118
H36 4.73860 2.26778 0.18357  0.088
H37 4.90222 -1.77051 2.32989  0.086
H38 6.56429 -1.94987 2.86592  0.124
H39 6.03456 -1.94926 5.04314  0.082
H40 4.33115 -2.02565 4.60420  0.072
H41 5.03635 -0.46762 4.89879  0.072
H42 3.85972 1.92959 4.72590  0.112
H43 3.14526 2.97943 3.48279  0.088
H44 5.30144 4.50858 4.18541  0.085
H45 5.11106 3.54695 5.68306  0.084
H46 3.77338 4.53414 5.09785  0.080
Cl1 1.58692 4.96575 -7.45113  0.539
C26 2.15318 3.35829 -7.97882  -0.644
C27 1.13424 2.28249 -7.71294  -0.646
Cl2 0.93210 1.98459 -5.95348  0.523
H47 3.09464 3.15382 -7.47369  0.062
H48 2.34324 3.42148 -9.04855  0.083
H49 1.45450 1.34775 -8.15796  0.054
H50 0.16298 2.53859 -8.12296  0.069
O8 -0.16240 0.07603 -8.99937  -0.057
H51 -0.49627 -0.49074 -9.70376  0.056
H52 -0.83008 0.00948 -8.30847  0.042
C28 2.48161 -6.91560 3.02606  -0.087
C29 1.56593 -5.74540 3.31666  -0.405
O9 2.29627 -4.63777 2.83068  0.109
C30 3.07896 -5.09198 1.81159  -0.586
O10 3.61005 -4.41709 1.00722  0.172
O11 3.14133 -6.46371 1.83082  0.017
F1 1.36210 -5.60139 4.62949  0.130
H53 3.20909 -7.08090 3.82020  0.171
H54 1.94227 -7.85380 2.84479  0.129
H55 0.57730 -5.78288 2.80233  0.087
C31 -4.01939 2.12787 -5.15768  -1.494
Cl3 -4.06743 2.91536 -6.72714  0.593
Cl4 -4.20447 0.38518 -5.32354  0.558
Cl5 -2.49449 2.50284 -4.31831  0.606
H56 -4.83883 2.50343 -4.55844  0.017
C32 -7.58156 1.75486 -9.09677  -0.088
C33 -6.97523 0.39527 -8.80536  -0.317
O12 -5.57670 0.38096 -9.08972  -0.100
H57 -7.42449 2.02462 -10.14093  0.081
H58 -8.65246 1.75986 -8.89024  0.077
H59 -7.10602 2.52871 -8.48730  0.060
H60 -7.43509 -0.37053 -9.42667  0.115
H61 -7.12804 0.12271 -7.75431  0.101
H62 -5.15950 1.04654 -8.53615  0.013
Cl6 -3.77030 5.16337 0.08919  -0.002
C34 -0.23425 -3.21812 7.92383  -0.252
S2 -1.13624 -4.74253 8.22976  0.873
O13 -1.79349 -5.12861 6.95193  -0.503
C35 -2.38722 -4.02312 9.29478  -0.239
H63 0.58306 -3.43881 7.23980  0.045
H64 -0.90314 -2.48349 7.47489  0.060
H65 0.16903 -2.84259 8.86355  0.064
H66 -2.91546 -3.23640 8.75646  0.067
H67 -1.91103 -3.62202 10.18880  0.067
H68 -3.08548 -4.80859 9.57574  0.064
Be1 0.81823 -6.71398 1.11429  0.865
C36 -5.89288 -2.72534 4.05045  -0.877
O14 -5.04633 -2.44816 4.88522  0.254
O15 -6.88009 -3.47187 4.23529  0.356
O16 -5.91649 -2.32562 2.86254  0.297
Al1 -3.59851 7.85330 0.02005  0.732

=====

Entry 4:
ORCA calculation (ωB97M-V/def2-TZVPD) on a single C6H3NO molecule in a non-equilibrium geometry.

The structure (SMILES) is N#CC#C/C=C\C=O. The value obtained for the gap between HOMO and LUMO is 0.31357 Eh. The calculation puts the highest occupied orbital energy at -9.7663 eV.

Each line ends with the natural charge from an NBO analysis.
Geometry (Å):
C1 -1.52279 1.18156 -0.10836  0.392
C2 -1.53481 -0.45186 0.02126  -0.209
C3 -0.49114 -1.18798 -0.13570  -0.250
C4 0.80126 -0.78752 -0.22391  0.109
C5 1.89970 -0.35756 0.05915  -0.091
C6 3.09232 0.20693 0.04985  0.204
H1 -2.52435 1.73132 -0.06053  0.113
H2 -2.48108 -0.74623 0.01000  0.202
H3 -0.78789 -2.32080 0.47179  0.248
N1 4.15246 0.81818 -0.09337  -0.231
O1 -0.60368 1.91396 0.00982  -0.486

=====

Across the entries above, DFT total energy takes the values -9433.34229; -16875.31101; -215135.39180; -9802.40569 eV, respectively.
Across the entries above, ΔE to the lowest compared entry with this formula, charge and spin takes the values 279.81; 305.42; 0.00; 366.75 kJ/mol, respectively.